Record 1
DFT (ωB97M-V/def2-TZVPD) results for an isolated molecule of C8H14O.

Geometry (Å):
C -0.05 -0.37 0.44
C 1.16 -0.45 -0.52
C 0.17 0.69 1.52
C 1.62 0.91 -1.06
C -2.56 -0.17 0.69
C -1.39 -0.18 -0.25
C 2.31 -1.16 0.13
C -1.57 -0.06 -1.55
O 2.25 -1.90 1.08
H -0.09 -1.35 0.95
H 0.88 -1.09 -1.36
H 3.28 -0.97 -0.37
H 1.17 0.58 1.95
H 0.08 1.69 1.10
H -0.55 0.58 2.32
H 0.78 1.46 -1.46
H 2.34 0.76 -1.86
H 2.09 1.50 -0.28
H -3.49 -0.32 0.14
H -2.63 0.79 1.20
H -2.47 -0.95 1.44
H -2.56 0.05 -1.96
H -0.77 -0.06 -2.27

As for the energy above the lowest of the compared OMol25 structures with the same formula, charge and spin: 16.0 kJ/mol. The value obtained for the HOMO-LUMO gap is 10.384 eV. The SMILES is C=C(C)[C@H](C)[C@@H](C)C=O.

Record 2
DFT (ωB97M-V/def2-TZVPD) results for C15H29F4InN2O24P3S4 as an isolated structure.

Geometry (Å):
In 1.26 -0.34 -1.01
N -0.72 -1.75 -2.39
S -1.01 -3.14 -2.93
O -1.03 -3.31 -4.38
O -1.81 -4.06 -2.10
F 0.54 -3.67 -2.59
S -2.24 -1.40 -3.02
O -3.49 -2.10 -2.68
O -2.29 -0.77 -4.31
F -2.29 0.08 -2.25
N 2.31 0.74 -3.56
S 3.85 1.46 -3.81
O 3.99 2.83 -3.35
O 4.63 0.88 -4.86
F 4.60 0.69 -2.64
S 1.76 1.16 -4.94
O 1.92 0.24 -6.05
O 1.78 2.63 -5.25
F 0.21 0.85 -4.54
C 2.04 2.27 3.48
C 2.05 1.65 2.18
C 2.48 2.56 0.97
O 2.49 2.05 -0.16
C 2.86 3.99 1.20
C 2.95 4.46 2.48
C 2.56 3.46 3.60
O 2.74 3.74 4.83
O 3.56 5.58 2.75
O 1.46 0.54 1.95
H 1.76 1.57 4.24
H 3.14 4.58 0.34
C 0.07 -6.17 1.60
O 0.22 -4.90 0.95
P 1.28 -3.85 1.54
O 1.64 -2.76 0.57
O 0.50 -3.40 2.99
C 1.12 -2.46 3.79
O 2.53 -4.78 2.05
C 3.55 -5.06 1.21
H 0.43 -6.97 0.95
H -0.98 -6.24 1.87
H 0.60 -6.06 2.55
H 0.64 -1.49 3.73
H 2.19 -2.30 3.63
H 0.94 -2.90 4.77
H 3.40 -4.63 0.22
H 3.84 -6.11 1.15
H 4.38 -4.45 1.55
C 1.18 4.37 -2.41
O 0.01 4.51 -1.57
P -1.06 3.34 -1.40
O -0.37 1.99 -1.27
O -1.74 3.77 0.01
C -2.86 3.02 0.53
O -2.04 3.57 -2.71
C -1.82 3.37 -4.04
H 1.55 3.35 -2.35
H 2.01 4.92 -1.96
H 1.05 4.82 -3.39
H -3.63 3.79 0.58
H -2.45 2.67 1.48
H -3.14 2.13 -0.01
H -0.78 3.04 -4.16
H -1.97 4.32 -4.55
H -2.49 2.59 -4.40
C -1.46 0.99 3.47
O -1.87 -0.33 3.37
P -2.06 -0.93 1.89
O -0.94 -0.94 0.90
O -3.27 -0.01 1.31
C -4.51 -0.01 1.99
O -2.83 -2.42 2.09
C -3.41 -3.12 0.99
H -0.74 1.20 4.26
H -2.41 1.51 3.64
H -1.07 1.41 2.55
H -5.25 0.45 1.34
H -4.49 0.59 2.90
H -4.86 -1.02 2.21
H -3.00 -4.11 1.18
H -3.20 -2.64 0.04
H -4.49 -3.15 1.14

As for the multiplicity: 2. The value obtained for the HOMO-LUMO gap (spin up / spin down) is 3.573 / 3.528 eV.

Record 3
DFT (ωB97M-V/def2-TZVPD) results for C26H36N7SSbW as an isolated structure.

Geometry (Å):
W 0.30 -0.25 0.43
C -0.52 0.27 4.18
C 0.72 -0.50 3.87
C 1.50 -0.94 4.95
C 2.58 -1.76 4.77
C 2.88 -2.19 3.47
C 2.11 -1.70 2.44
N 1.05 -0.82 2.60
Sb 2.29 -2.26 0.43
C 2.40 0.10 -0.09
C 3.73 0.12 -0.45
C 4.34 1.38 -0.52
C 3.58 2.52 -0.33
C 2.22 2.45 -0.05
C 1.37 3.67 -0.03
N 1.69 1.21 0.13
C -0.10 -2.41 0.31
C -0.19 -3.79 0.15
C -1.43 -4.36 0.41
C -2.51 -3.57 0.77
C -2.39 -2.19 0.88
C -3.54 -1.30 1.20
N -1.15 -1.66 0.65
H -1.02 -0.20 5.03
H -1.22 0.29 3.35
H -0.27 1.28 4.50
H 1.21 -0.63 5.95
H 3.17 -2.10 5.62
H 3.68 -2.89 3.28
H 4.31 -0.76 -0.70
H 5.39 1.45 -0.78
H 4.04 3.50 -0.47
H 1.66 4.32 -0.86
H 1.54 4.24 0.88
H 0.32 3.42 -0.12
H 0.63 -4.41 -0.19
H -1.56 -5.43 0.31
H -3.48 -4.02 0.96
H -4.36 -1.89 1.60
H -3.90 -0.81 0.29
H -3.26 -0.53 1.92
C -1.72 -0.01 -2.07
N -0.21 -0.11 -1.76
C 0.39 1.13 -2.49
N 0.05 1.18 -3.86
C -1.41 1.24 -4.04
N -2.02 0.05 -3.46
C -1.50 -1.14 -4.14
N -0.04 -1.22 -3.97
C 0.27 -1.31 -2.59
C 0.56 -0.02 -4.55
H -2.07 0.90 -1.59
H -2.20 -0.89 -1.62
H 1.47 1.06 -2.39
H 0.00 2.00 -1.97
H -1.64 1.30 -5.10
H -1.79 2.14 -3.54
H -1.74 -1.09 -5.20
H -1.96 -2.04 -3.72
H 1.36 -1.37 -2.46
H -0.21 -2.20 -2.18
H 0.32 0.04 -5.61
H 1.65 -0.06 -4.45
C -2.56 2.47 0.24
S -1.44 1.46 1.25
C -0.82 2.73 2.41
H -2.03 3.13 -0.44
H -3.13 3.05 0.96
H -3.25 1.82 -0.29
H -1.44 2.70 3.30
H -0.91 3.70 1.93
H 0.22 2.53 2.66

Its net charge is +4. The value obtained for the HOMO-LUMO gap (spin up / spin down) is 5.131 / 5.127 eV.

Record 4
DFT (ωB97M-V/def2-TZVPD) results for a 2-piece molecular cluster, C5H11NO overall.

Geometry (Å):
C 0.84 -2.33 -0.30
C 0.77 -1.00 -0.63
N -0.31 -0.48 -1.25
C -0.58 0.93 -1.32
C 0.07 2.56 0.54
C -0.62 1.50 0.10
H 0.18 -3.06 -0.74
H 1.67 -2.69 0.28
H 1.65 -0.38 -0.57
H -1.01 -1.16 -1.53
H -1.51 1.17 -1.84
H 0.16 1.43 -1.94
H 0.26 2.56 1.60
H 0.37 3.31 -0.17
H -1.02 0.78 0.81
H 0.28 -0.84 1.88
H -0.57 -1.51 2.88
O -0.63 -0.80 2.20

As for the energy above the lowest of the compared OMol25 structures with the same formula, charge and spin: 198.7 kJ/mol. As for the multiplicity: 2. Its net charge is +1. The value obtained for the HOMO-LUMO gap (spin up / spin down) is 9.759 / 6.368 eV.

Record 5
DFT (ωB97M-V/def2-TZVPD) results for a 3-piece molecular cluster, C14H14Cl2N2O4 overall.

Geometry (Å):
Cl 1.50 -3.13 2.27
C -0.17 -3.04 2.87
C -0.72 -1.64 3.04
Cl 0.08 -0.75 4.32
H -0.29 -3.56 3.81
H -0.81 -3.59 2.18
H -1.80 -1.57 3.21
H -0.63 -1.06 2.11
C 1.76 3.70 -2.12
C 1.15 4.54 -1.20
C 1.03 4.10 0.11
C 1.26 2.77 0.41
C 1.77 1.88 -0.53
C 1.99 2.36 -1.82
N 1.04 2.29 1.78
O 1.02 3.13 2.64
O 0.90 1.11 1.95
H 2.02 3.96 -3.14
H 0.91 5.57 -1.42
H 0.71 4.80 0.87
H 1.98 0.83 -0.39
H 2.41 1.74 -2.59
C -0.71 -3.40 -0.61
C -2.06 -3.15 -0.83
C -2.43 -1.94 -1.40
C -1.50 -0.95 -1.57
C -0.15 -1.23 -1.40
C 0.29 -2.44 -0.86
N -1.89 0.35 -2.08
O -1.04 1.21 -2.13
O -3.04 0.53 -2.41
H -0.35 -4.37 -0.29
H -2.72 -3.99 -0.69
H -3.47 -1.73 -1.62
H 0.66 -0.55 -1.64
H 1.31 -2.77 -0.83

As for the energy above the lowest of the compared OMol25 structures with the same formula, charge and spin: 657.7 kJ/mol. The value obtained for the HOMO-LUMO gap is 9.373 eV. The SMILES is O=[N+]([O-])c1ccccc1.O=[N+]([O-])c1ccccc1.ClCCCl.

Record 6
DFT (ωB97M-V/def2-TZVPD) results for C41H38Cl2N7O4P2V as an isolated structure.

Geometry (Å):
V -0.05 -0.29 2.06
Cl 5.46 -1.64 6.02
C 4.46 -1.03 4.73
C 3.11 -1.06 4.86
C 2.27 -0.55 3.90
N 0.88 -0.58 3.87
C 0.16 -0.94 4.95
O 0.53 -1.04 6.15
C -1.38 -1.03 4.63
C -2.26 -1.38 5.65
C -3.63 -1.28 5.49
C -4.12 -0.90 4.23
C -3.18 -0.67 3.26
N -1.82 -0.73 3.39
C 2.88 -0.02 2.69
C 4.25 -0.07 2.52
C 5.05 -0.59 3.57
Cl 6.78 -0.58 3.30
N 1.92 0.53 1.78
C 2.11 1.85 1.50
O 3.08 2.57 1.42
C 0.70 2.46 1.33
C 0.55 3.64 0.61
C -0.74 4.07 0.30
C -1.82 3.43 0.87
C -1.58 2.37 1.71
N -0.34 1.83 1.86
H 2.68 -1.54 5.71
H -1.83 -1.57 6.61
H -4.31 -1.53 6.27
H -5.20 -0.77 4.03
H -3.46 -0.61 2.20
H 4.70 0.36 1.66
H 1.43 4.08 0.19
H -0.83 4.89 -0.40
H -2.83 3.84 0.70
H -2.36 1.86 2.23
C 5.44 -0.63 -1.36
P 3.71 -0.23 -0.91
C 3.28 -1.85 -0.04
C 2.80 -0.54 -2.54
C 3.13 -1.72 -3.27
C 2.63 -1.83 -4.55
C 1.81 -0.85 -5.10
C 1.44 0.27 -4.41
C 1.90 0.43 -3.12
P 1.44 1.88 -2.06
C -0.19 2.35 -2.79
C 2.59 3.08 -2.78
H 5.75 -1.68 -1.25
H 6.09 -0.04 -0.64
H 5.58 -0.24 -2.38
H 3.20 -2.69 -0.72
H 2.37 -1.79 0.56
H 4.09 -2.16 0.66
H 3.90 -2.33 -2.89
H 2.96 -2.64 -5.17
H 1.37 -1.07 -6.11
H 0.74 1.04 -4.80
H -0.94 1.63 -2.49
H -0.17 2.59 -3.90
H -0.35 3.34 -2.31
H 2.78 3.08 -3.85
H 3.50 2.77 -2.21
H 2.31 4.11 -2.41
C -0.45 -1.39 -2.10
C -0.13 -0.99 -0.83
N -1.02 -0.55 0.06
C -2.28 -0.58 -0.24
C -2.74 -1.01 -1.48
C -1.83 -1.34 -2.45
C -4.22 -1.22 -1.69
C -5.13 -0.42 -2.27
C -5.05 0.92 -2.85
C -6.21 1.46 -3.43
C -6.13 2.70 -4.03
N -5.01 3.41 -4.06
C -3.94 2.82 -3.51
N -3.90 1.64 -2.90
H 0.30 -1.73 -2.82
H 0.91 -0.90 -0.51
H -3.01 -0.13 0.47
H -2.18 -1.66 -3.45
H -4.65 -2.15 -1.32
H -6.12 -0.81 -2.41
H -7.14 0.88 -3.37
H -7.04 3.18 -4.44
H -3.04 3.42 -3.44
C -0.94 -4.27 1.01
C -0.24 -3.36 2.02
O -0.23 -3.73 3.18
O 0.26 -2.31 1.51
H -0.38 -5.19 0.85
H -1.01 -3.74 0.06
H -1.91 -4.62 1.40

As for the energy above the lowest of the compared OMol25 structures with the same formula, charge and spin: 48.4 kJ/mol. As for the multiplicity: 4. Its net charge is -1. The value obtained for the HOMO-LUMO gap (spin up / spin down) is 4.503 / 5.540 eV.

Record 7
DFT (ωB97M-V/def2-TZVPD) results for a 13-piece molecular cluster, H26O13 overall.

Geometry (Å):
O -1.58 5.46 -1.50
H -2.04 6.27 -1.75
H -1.94 4.79 -2.08
O -0.99 -0.23 -0.69
H -0.14 -0.08 -0.26
H -0.85 0.07 -1.59
O 5.62 0.62 0.83
H 6.26 0.59 0.12
H 5.98 1.26 1.45
O -4.42 -2.20 4.02
H -3.99 -2.80 3.41
H -5.35 -2.38 3.92
O -6.12 2.79 -0.97
H -6.37 2.63 -1.88
H -5.63 2.01 -0.72
O 4.03 -2.03 4.26
H 4.34 -1.57 3.48
H 4.78 -2.02 4.85
O 1.37 -5.47 2.60
H 1.86 -4.87 3.16
H 1.13 -4.94 1.84
O 1.42 3.98 2.05
H 2.21 3.91 1.51
H 0.87 4.62 1.59
O 2.58 -3.98 -2.37
H 3.51 -3.96 -2.16
H 2.46 -3.27 -3.00
O -1.26 1.79 -5.28
H -1.49 2.39 -5.98
H -0.40 1.44 -5.53
O 3.26 0.27 -5.32
H 3.71 -0.14 -6.06
H 3.65 1.14 -5.26
O -2.14 2.22 5.15
H -2.39 1.30 5.08
H -1.36 2.30 4.60
O -3.36 -4.34 -0.47
H -2.92 -3.49 -0.57
H -4.29 -4.12 -0.44

As for the energy above the lowest of the compared OMol25 structures with the same formula, charge and spin: 326.1 kJ/mol. The value obtained for the HOMO-LUMO gap is 10.981 eV.

Record 8
DFT (ωB97M-V/def2-TZVPD) results for an isolated molecule of H4Si4.

Geometry (Å):
Si 1.57 -0.07 -0.07
Si -1.48 -0.04 0.07
Si -0.08 -1.50 -0.86
Si 0.05 1.53 -0.59
H 2.76 -0.75 0.52
H -2.73 0.64 0.03
H -0.19 -2.38 0.35
H 0.10 2.57 0.56

As for the energy above the lowest of the compared OMol25 structures with the same formula, charge and spin: 158.8 kJ/mol. The value obtained for the HOMO-LUMO gap (spin up / spin down) is 5.245 / 5.279 eV. The SMILES is [SiH]1=[SiH][SiH]=[SiH]1.